# 1
Below is a 3-piece molecular cluster, C6H14O2 overall in a non-equilibrium geometry, with properties calculated with ωB97M-V with the def2-TZVPD basis set.

Each line ends with the Löwdin charge.
Atoms and positions in Å:
C 1.001 1.218 -1.791  -0.0829
C 0.631 0.896 -0.422  -0.3897
C -0.350 -0.005 -0.077  -0.1141
C -1.307 -0.637 -1.108  -0.1035
C 0.999 2.556 1.230  -0.0167
C 1.464 1.428 0.654  -0.1734
H 2.041 1.658 -1.787  0.0896
H 0.290 1.929 -2.267  0.0998
H 1.311 0.312 -2.465  0.1164
H -0.477 -0.443 0.979  0.1138
H -0.753 -0.785 -2.055  0.0681
H -2.185 -0.038 -1.437  0.0831
H -1.785 -1.528 -0.797  0.0359
H 0.130 3.238 1.044  0.0695
H 1.793 3.296 1.692  0.0820
H 2.491 1.049 0.981  0.1348
H 0.135 -2.787 0.984  0.0545
H 1.009 -2.286 -0.110  0.0118
O 1.115 -2.738 0.731  -0.0797
H -2.668 -1.318 1.794  -0.0438
H -2.133 -2.843 2.217  0.0299
O -2.753 -2.170 2.007  0.0147

Values from the calculation:
- HOMO level: -9.1 eV
- Spin multiplicity: 1
- Structure (SMILES): C=C/C(C)=C/C.O.O

***

# 2
Below is a 3-piece molecular cluster, C6H14O2 overall in a non-equilibrium geometry, with properties calculated with ωB97M-V with the def2-TZVPD basis set.

Each line ends with the Löwdin charge.
Atoms and positions in Å:
C -0.517 -0.938 -1.837  -0.0665
C -1.073 -1.071 -0.451  -0.3279
C -1.378 0.019 0.273  -0.1101
C -0.944 1.393 -0.039  -0.1860
C 0.285 1.878 0.001  0.0025
C -1.502 -2.442 0.078  -0.0555
H -0.021 -1.810 -2.288  0.0771
H 0.325 -0.242 -1.918  0.0675
H -1.337 -0.649 -2.491  0.0895
H -1.905 -0.180 1.196  0.1081
H -1.744 1.985 -0.509  0.1039
H 0.898 1.106 0.453  0.0337
H 0.846 2.784 -0.169  0.0598
H -1.354 -3.081 -0.801  0.0684
H -2.564 -2.501 0.315  0.0775
H -0.876 -2.758 0.906  0.0745
H 3.345 1.044 -0.826  0.0339
H 3.262 2.518 -0.607  0.0347
O 3.610 1.716 -0.185  -0.0647
H 0.321 -0.052 3.319  0.0289
H 1.320 0.659 2.336  0.0061
O 1.001 0.622 3.244  -0.0554

Values from the calculation:
- HOMO level: -9.2 eV
- Spin multiplicity: 1
- Structure (SMILES): C=CC=C(C)C.O.O

***

# 3
Below is a 2-piece molecular cluster, C6H14O2 overall in a non-equilibrium geometry, with properties calculated with ωB97M-V with the def2-TZVPD basis set.

Each line ends with the Löwdin charge.
Atoms and positions in Å:
C 2.542 0.420 2.441  -0.1076
C 1.904 1.100 1.217  -0.2529
C 1.694 0.190 -0.025  -0.1885
C -2.129 0.258 -0.874  -0.2512
O -2.113 -0.286 -2.190  -0.0827
C -0.763 0.689 -0.379  -0.0971
C 0.253 -0.143 -0.338  -0.1007
H 3.398 1.017 2.741  0.0631
H 1.857 0.179 3.250  0.0671
H 2.960 -0.561 2.174  0.0630
H 2.431 2.030 1.002  0.0961
H 0.945 1.518 1.556  0.0903
H 2.135 0.713 -0.874  0.1072
H 2.303 -0.696 0.146  0.0943
H -2.371 -0.623 -0.264  0.1109
H -2.898 1.013 -0.698  0.1138
H -1.749 0.366 -2.774  0.0830
H -0.720 1.728 -0.069  0.1058
H 0.146 -1.204 -0.561  0.1181
H -2.558 -2.211 -1.829  0.0088
H -3.991 -2.712 -2.146  0.0325
O -3.277 -2.788 -1.507  -0.0734

Values from the calculation:
- HOMO level: -9.5 eV
- Spin multiplicity: 1
- Structure (SMILES): CCC/C=C/CO.O

***

# 4
Below is C6H14O2 as an isolated structure in a non-equilibrium geometry, with properties calculated with ωB97M-V with the def2-TZVPD basis set.

Each line ends with the Löwdin charge.
Atoms and positions in Å:
C 0.030 0.137 -0.686  -0.2183
C 0.357 -0.697 0.388  -0.1880
C -1.584 0.121 0.483  -0.1155
C 0.556 1.524 -0.864  -0.0483
C 1.105 -0.266 1.608  -0.0450
C -2.686 -0.545 -0.312  -0.1292
O 1.887 -1.134 -1.000  -0.3204
O 3.019 -0.253 -0.731  -0.1862
H 3.743 -0.744 -1.139  0.0646
H -0.371 -0.351 -1.564  0.1312
H 0.015 -1.723 0.336  0.1375
H -1.656 1.205 0.518  0.0921
H -1.563 -0.229 1.514  0.0942
H 1.576 1.435 -1.249  0.0823
H 0.602 2.073 0.075  0.0805
H -0.056 2.086 -1.569  0.0858
H 2.166 -0.461 1.428  0.0866
H 1.016 0.800 1.817  0.0850
H 0.775 -0.819 2.487  0.0853
H -2.810 -0.087 -1.294  0.0741
H -3.643 -0.466 0.212  0.0739
H -2.480 -1.608 -0.459  0.0775

Values from the calculation:
- HOMO level: -7.6 eV
- Spin multiplicity: 1

***

# 5
Below is a 2-piece molecular cluster, C6H14O2 overall in a non-equilibrium geometry, with properties calculated with ωB97M-V with the def2-TZVPD basis set.

Each line ends with the Löwdin charge.
Atoms and positions in Å:
O 2.885 1.134 1.728  0.0625
C 1.714 0.854 1.710  -0.3215
C 1.046 -0.179 0.908  -0.1919
C 0.090 -1.127 1.743  -0.1870
C -1.233 -1.209 0.960  -0.1703
C -1.186 -2.625 0.116  -0.2245
C -0.184 -2.490 -1.012  -0.1327
H 0.861 1.337 2.318  0.1378
H 1.940 -0.832 0.687  0.1218
H 0.733 0.241 -0.099  0.1366
H 0.620 -2.114 1.820  0.1243
H -0.121 -0.776 2.685  0.0680
H -2.061 -1.036 1.543  0.0510
H -1.247 -0.244 0.198  0.1447
H -0.950 -3.390 0.870  0.0944
H -2.102 -3.129 -0.167  0.0845
H -0.474 -3.178 -1.839  0.0797
H 0.835 -2.669 -0.716  0.0624
H -0.155 -1.598 -1.614  0.0604
H -1.559 5.127 -5.157  0.0647
H -2.045 4.279 -4.095  -0.0394
O -2.355 4.946 -4.602  -0.0254

Values from the calculation:
- HOMO level: -9.8 eV
- Spin multiplicity: 1
- Structure (SMILES): CCCCCC=O.O

***

# 6
Below is a 2-piece molecular cluster, C6H14O2Si2 overall in a non-equilibrium geometry, with properties calculated with ωB97M-V with the def2-TZVPD basis set.

Each line ends with the Löwdin charge.
Atoms and positions in Å:
C -4.674 2.080 -0.088  -0.0094
C -3.555 2.198 -0.516  -0.0175
C -1.254 -2.896 -0.188  -0.1314
C 1.813 1.650 1.402  -0.2145
C 2.373 -1.260 0.290  -0.1840
C 1.954 1.221 -1.810  -0.2241
O -1.041 -0.142 1.706  -0.2245
O -1.015 -1.511 -0.486  -0.3779
Si -0.647 0.002 0.116  0.5792
Si 1.702 0.616 -0.041  0.4274
H -5.716 2.389 -0.256  0.0373
H -1.382 -3.064 0.917  0.0861
H -0.286 -3.493 -0.471  0.1018
H -2.157 -3.193 -0.807  0.0960
H 1.813 2.714 1.250  -0.0355
H -2.513 2.237 -0.414  -0.0352
H 1.621 1.337 2.355  -0.0755
H 2.101 -1.602 1.348  0.0550
H 1.770 -2.032 -0.221  -0.0020
H 3.393 -1.380 0.022  -0.0041
H 1.516 0.554 -2.463  -0.0212
H 1.591 2.240 -1.992  0.0373
H 3.080 0.968 -2.014  0.0723
H -0.489 0.367 2.361  0.0646

Values from the calculation:
- HOMO level (spin up / spin down): -7.4 / -6.9 eV
- Spin multiplicity: 1

***

In the order shown, the computed energy above the lowest of the compared OMol25 structures with the same formula, charge and spin values come out to 91.5 60.9 43.9 161.8 69.7 93.9 kcal per mole.